# 1
100
Properties=species:S:1:pos:R:3 method="wB97M-V/def2-TZVPD" total_charge=+1 mol_weight_g_mol=742.0 relative_energy_kcal_mol=0.0
C 1.6331 -0.6789 -1.5695
C 0.3391 -0.3885 -1.0118
O -0.6768 -0.2542 -1.5947
N 0.2019 -0.4455 0.5436
H -0.4068 -1.0984 0.5784
H 1.1931 -0.6993 1.1011
C -0.3161 0.8951 1.0419
H 1.7487 -1.7643 -1.8169
H 2.5324 -0.3312 -1.0599
H 1.5366 -0.3794 -2.4845
H -0.5144 1.0171 1.9562
H -1.1355 1.1814 0.4151
H 0.4106 1.6261 0.8613
C 5.7521 0.7691 0.1561
C 5.2128 1.2598 1.5051
O 6.0337 1.4069 2.4024
N 3.7463 1.4858 1.6726
H 3.3195 1.9711 0.8877
H 3.2616 0.4829 1.7159
C 3.4314 2.1446 2.9989
H 6.6637 -0.0242 0.3089
H 5.9743 1.5684 -0.6472
H 4.9228 0.3488 -0.3110
H 4.1219 2.9771 3.0808
H 3.8018 1.4390 3.7688
H 2.3421 2.4336 3.0881
O 2.6382 -0.9474 1.5307
H 2.6708 -1.9423 1.6291
F -4.6298 -0.3261 -4.7535
C -4.5682 0.7296 -3.8473
C -3.3676 0.7399 -3.1236
C -3.1750 1.9261 -2.3822
C -4.0709 3.0484 -2.3790
C -5.2796 2.8825 -3.1103
C -5.4421 1.7936 -4.0101
H -2.6711 -0.0365 -3.0176
H -2.3190 1.8999 -1.8315
H -3.7915 3.7431 -1.5531
H -5.7657 3.8765 -3.1789
H -6.3592 1.8499 -4.6260
C -1.9477 5.9009 3.3416
C -3.2416 6.0985 2.6048
C -3.7458 4.8132 2.2009
S -2.3319 3.8128 1.7766
O -2.0556 3.6461 0.3520
O -2.4401 2.6572 2.6046
C -1.1720 4.9089 2.5223
H -2.1242 5.5196 4.3470
H -1.4183 6.9500 3.3637
H -3.1769 6.6329 1.7584
H -3.9455 6.6479 3.3070
H -4.4677 4.8618 1.4257
H -4.3591 4.2231 2.8755
H -0.7608 5.1801 1.5006
H -0.4192 4.4138 3.0236
C 4.8938 -0.8610 -6.3150
C 4.4440 0.5147 -5.8964
C 3.7363 0.2866 -4.6555
S 4.6826 -0.9343 -3.8774
O 3.8477 -1.9414 -3.3680
O 5.6300 -0.3065 -2.9655
C 5.5784 -1.5499 -5.2113
H 5.4605 -0.6765 -7.2064
H 3.9047 -1.3183 -6.5426
H 3.6727 0.7825 -6.6300
H 5.1738 1.2555 -5.6980
H 2.8181 -0.2174 -4.4671
H 3.8878 1.2379 -3.9952
H 5.4049 -2.6393 -5.4216
H 6.5555 -1.5394 -5.2116
C 0.8320 -4.0784 4.2649
C -0.5968 -4.4449 4.2690
C -1.3666 -3.4838 5.0312
S -0.6008 -2.0156 4.6301
O -0.2200 -1.3632 5.8993
O -1.1790 -1.3389 3.5481
C 0.8512 -2.7452 3.8846
H 1.4566 -4.5592 3.4548
H 1.3516 -4.4730 5.0967
H -0.6214 -5.3544 4.6710
H -0.9569 -4.3261 3.2269
H -1.2196 -3.7766 6.1578
H -2.2038 -3.4176 4.8795
H 1.6621 -2.0501 3.9674
H 0.7405 -2.5941 2.8367
C -4.0608 -3.6576 -1.6130
C -3.3305 -4.8451 -1.0328
C -2.8571 -4.6249 0.2896
S -2.9266 -2.9677 0.6796
O -1.5957 -2.3874 0.8413
O -4.0443 -2.5503 1.4772
C -3.3425 -2.3941 -0.9879
H -5.1324 -3.5604 -1.3293
H -4.1291 -3.5782 -2.6568
H -2.3028 -4.6686 -1.5477
H -3.7376 -5.7047 -1.3117
H -1.8135 -5.1070 0.3559
H -3.5072 -4.9907 0.8903
H -2.2884 -2.0960 -1.4420
H -3.9439 -1.3860 -0.9078

=====

# 2
85
Properties=species:S:1:pos:R:3 method="wB97M-V/def2-TZVPD" total_charge=+1 mol_weight_g_mol=712.9
C 2.5713 6.1703 -2.4251
P 0.7693 5.8283 -2.6653
C 0.5476 5.5332 -4.4786
N 0.2628 4.3881 -1.7293
C 0.3552 4.4128 -0.3901
C -0.0543 3.3559 0.3847
C -0.5922 2.2006 -0.2116
C -1.0876 1.0490 0.6504
O -1.7861 0.1566 0.2418
O -0.7125 1.1400 1.9486
C -0.1475 -0.0862 2.4569
C 1.3360 -0.2856 2.0855
C 1.5810 -0.8665 0.6621
C 2.3010 0.1905 -0.2170
S 3.9198 -0.3289 -0.8277
O 4.3899 -1.5332 -0.2099
O 3.9274 -0.4402 -2.2539
O 4.9655 0.8763 -0.4575
C -0.6669 2.1885 -1.6168
S -1.2896 0.8065 -2.5630
C -0.2322 3.2940 -2.3299
H 2.9153 6.6524 -3.3575
H 2.7036 6.9154 -1.6324
H 3.1964 5.2738 -2.2951
H -0.4600 5.1029 -4.6077
H 0.6721 6.4431 -5.0708
H 1.2369 4.7269 -4.7939
H 0.7389 5.2858 0.1416
H -0.0010 3.3945 1.4742
H -0.1618 0.0029 3.5528
H -0.7266 -0.9971 2.2247
H 1.9425 0.6210 2.2658
H 1.7029 -1.0405 2.8045
H 2.1846 -1.7794 0.7712
H 0.6590 -1.1794 0.1500
H 1.6839 0.3671 -1.1121
H 2.4325 1.1572 0.2926
H 4.5077 1.4158 0.2102
H -2.6303 0.8313 -2.3143
H -0.3357 3.2570 -3.4149
C -5.2740 -3.0421 1.1283
C -5.9618 -2.7972 2.4765
C -4.9004 -2.9620 3.5709
S -3.3299 -2.5364 2.8133
O -2.5002 -3.7146 2.7729
O -2.8577 -1.2892 3.3606
C -3.9776 -2.2403 1.1717
H -5.9027 -2.7382 0.2917
H -5.0518 -4.1065 1.0154
H -6.3611 -1.7807 2.5011
H -6.7962 -3.4796 2.6341
H -5.0818 -2.2992 4.4139
H -4.8367 -3.9928 3.9159
H -3.2501 -2.5551 0.4266
H -4.1716 -1.1721 1.0788
C -3.4007 -4.2788 -3.2878
C -4.4451 -4.3537 -4.4079
C -5.0614 -2.9570 -4.5557
S -3.8004 -1.7959 -4.0273
O -4.2559 -1.1283 -2.8260
O -3.3167 -1.0568 -5.1656
C -2.5828 -3.0217 -3.5662
H -2.7707 -5.1668 -3.2613
H -3.9026 -4.1916 -2.3204
H -3.9570 -4.6412 -5.3416
H -5.2105 -5.0993 -4.1967
H -5.3357 -2.7409 -5.5857
H -5.9271 -2.8297 -3.9073
H -2.0179 -2.6742 -2.7027
H -1.9176 -3.1642 -4.4180
C 6.9863 0.4867 3.8005
C 6.2692 -0.7524 3.2501
C 4.8131 -0.6876 3.7241
S 4.4312 1.0541 3.9336
O 4.1851 1.3128 5.3254
O 3.4897 1.4663 2.9055
C 6.0596 1.6635 3.5158
H 7.9623 0.6274 3.3386
H 7.1344 0.3806 4.8776
H 6.3016 -0.7379 2.1577
H 6.7470 -1.6741 3.5783
H 4.1312 -1.1202 2.9941
H 4.6819 -1.1754 4.6887
H 6.2848 2.5463 4.1106
H 6.0596 1.9154 2.4545

=====

# 3
85
Properties=species:S:1:pos:R:3 method="wB97M-V/def2-TZVPD" total_charge=+2 mol_weight_g_mol=1009.6 relative_energy_kcal_mol=0.0
Ta -0.1257 -0.4433 0.3157
Cl 2.0768 2.6015 3.8505
C 0.8514 1.3369 4.0453
C 0.4755 1.1198 5.3680
C -0.4111 0.1198 5.7365
Cl -0.8579 -0.1455 7.3738
C -0.8966 -0.7577 4.7454
C -1.7487 -1.8220 5.0188
C -2.3388 -2.4701 3.9904
C -1.9920 -2.0672 2.6827
N -1.0090 -1.2274 2.3830
C -0.5349 -0.5068 3.4268
C 0.3903 0.4844 3.0780
O 0.7596 0.5204 1.7629
H 0.8490 1.8307 6.1432
H -1.7638 -2.2283 6.0422
H -3.0262 -3.3000 4.1003
H -2.4867 -2.4927 1.8355
O -2.9317 -1.9343 -2.4663
C -3.1059 -1.3835 -1.4394
N -2.0864 -0.8092 -0.5089
C -2.6911 0.1203 0.2446
O -1.8623 0.8255 0.9088
C -4.1150 0.2261 -0.0596
C -5.1153 0.9771 0.5291
C -6.4558 0.7680 0.2236
C -6.7522 -0.2063 -0.7470
C -5.7167 -0.9215 -1.4222
C -4.4191 -0.7749 -0.9668
H -4.8549 1.7215 1.3411
H -7.1976 1.3186 0.7103
H -7.7443 -0.4042 -1.0353
H -6.0132 -1.6251 -2.1723
C 4.1676 3.0084 0.4584
C 4.5304 1.7166 -0.3716
N 3.5839 0.5584 -0.1780
C 3.7887 -0.0193 1.1516
C 4.8926 -1.0134 1.1581
C 2.7389 0.0992 -1.0688
C 2.8810 0.3301 -2.5343
N 1.6944 -0.7008 -0.6802
H 4.6746 3.7953 0.0396
H 4.4474 2.9282 1.4960
H 3.1147 3.2158 0.3638
H 5.5019 1.4658 -0.0033
H 4.5055 1.9352 -1.4195
H 2.8141 -0.4923 1.4359
H 4.0290 0.8116 1.8212
H 4.5212 -2.0013 0.9050
H 5.2746 -1.1527 2.1392
H 5.7812 -0.7562 0.5732
H 3.8796 -0.0046 -2.8189
H 2.6500 1.3733 -2.8140
H 2.1350 -0.2788 -3.1382
H 1.6079 -1.4591 -1.3533
C 1.2458 5.3662 -0.1155
N 0.8476 4.1221 -0.7692
C 0.0168 3.1809 -0.3135
N -0.7238 3.3812 0.7716
S 0.0908 1.6752 -1.2053
H 2.2023 5.7175 -0.4899
H 1.2886 5.2003 0.9491
H 0.5635 6.1802 -0.2964
H 1.3646 3.9363 -1.6322
H -0.7257 4.2840 1.2480
H -1.2760 2.6394 1.0954
Br 0.9276 -2.9584 -4.1979
C 0.0224 -1.6544 -5.2440
C -0.4747 -1.9986 -6.4795
C -1.0985 -0.9709 -7.1576
C -1.0872 0.3283 -6.6675
C -0.5817 0.4967 -5.4311
N 0.0068 -0.4456 -4.7214
H -0.3616 -3.0331 -6.8818
H -1.5322 -1.1737 -8.1316
H -1.5426 1.0935 -7.1830
H -0.5877 1.4790 -4.9658
C 0.8965 -5.5070 1.4305
O -0.4673 -5.2699 1.0095
C -0.9039 -4.1500 0.4076
S -2.4987 -4.0841 0.0594
S 0.3404 -2.9249 0.0634
H 0.9840 -5.2766 2.4988
H 1.6260 -4.8607 0.8622
H 1.0741 -6.5831 1.2870

=====

# 4
34
Properties=species:S:1:pos:R:3 method="wB97M-V/def2-TZVPD" smiles="O=C(O)[C@H](Cc1c[nH]cn1)NC(=O)[C@@H]1CCCN1" total_charge=0 mol_weight_g_mol=252.3 relative_energy_kcal_mol=4.8
C -1.7180 -0.8701 0.1349
C -0.8882 0.3421 0.5783
C -2.5080 -0.5592 -1.1615
C -3.8392 -0.0763 -0.6298
C -4.0411 -1.0191 0.5654
C 1.2366 1.5030 0.3329
C 0.9032 2.9848 0.0882
C 2.6030 1.2128 -0.3082
C 3.0667 -0.1930 -0.1041
C 4.1153 -0.6720 0.6085
C 3.0075 -2.3371 -0.3166
H -2.5726 -0.5399 1.8943
H -1.0446 -1.6915 -0.0340
H -1.9796 0.1551 -1.8358
H -2.6156 -1.4695 -1.7438
H -4.6724 -0.1426 -1.3370
H -3.7907 0.9606 -0.2672
H -4.7023 -0.6019 1.3117
H -4.4598 -1.9769 0.2260
H 0.6153 -0.1756 -0.7222
H 1.2904 1.3908 1.4294
H 2.5236 1.4281 -1.3582
H 3.3257 1.9680 0.1314
H 4.8983 -0.1616 1.1982
H 2.7760 -3.3402 -0.5893
H 4.7002 -2.7395 0.8692
H -0.4698 2.3837 -1.0553
N -2.7048 -1.1998 1.1511
N 0.2181 0.6088 -0.2091
N 2.3763 -1.2463 -0.6869
N 4.0850 -2.0379 0.4675
O -1.1856 1.0320 1.5329
O 1.5459 3.8605 0.6087
O -0.0948 3.2197 -0.7696

=====

Number 1: F_max 16.40 eV Å⁻¹, LUMO -2.46 eV, orbital gap 8.28 eV. Number 2: F_max 3.41 eV Å⁻¹, LUMO -4.64 eV, orbital gap 7.45 eV. Number 3: F_max 3.15 eV Å⁻¹, LUMO -6.39 eV, orbital gap 6.51 eV. Number 4: F_max 1.59 eV Å⁻¹, LUMO 0.49 eV, orbital gap 9.47 eV.